1.
{
  "formula": "C29H48InNOP2",
  "method": "wB97M-V/def2-TZVPD",
  "elements": ["In", "C", "C", "C", "C", "C", "C", "H", "H", "H", "C", "H", "H", "H", "C", "H", "H", "H", "C", "H", "H", "H", "C", "H", "H", "H", "C", "C", "C", "C", "C", "C", "C", "C", "H", "H", "H", "H", "H", "H", "H", "H", "H", "H", "H", "H", "P", "P", "C", "C", "H", "H", "H", "H", "C", "H", "H", "H", "C", "H", "H", "H", "C", "H", "H", "H", "C", "H", "H", "H", "O", "N", "C", "C", "C", "C", "C", "H", "H", "H", "H", "H"],
  "positions_angstrom": [[-2.9769, 0.3755, -3.3395], [0.4008, 0.0008, 2.0645], [1.3954, 0.3797, 1.0999], [-0.1863, 2.0443, 1.1975], [-0.6135, 0.9930, 2.0452], [0.9997, 1.6287, 0.5319], [0.4218, -1.1960, 2.9349], [1.3656, -1.7398, 2.8304], [-0.4018, -1.8736, 2.6800], [0.2936, -0.8965, 3.9838], [-1.9098, 0.9711, 2.7660], [-2.1101, -0.0169, 3.1871], [-2.7026, 1.2141, 2.0445], [-1.9383, 1.6830, 3.6009], [-0.9123, 3.3179, 1.0663], [-0.7994, 3.9612, 1.9544], [-1.9756, 3.0597, 0.9904], [-0.5836, 3.8930, 0.1971], [1.7234, 2.3951, -0.5330], [2.4738, 3.0702, -0.0968], [1.0088, 3.0060, -1.1040], [2.2328, 1.7133, -1.2267], [2.6586, -0.3543, 0.8527], [3.5093, 0.3681, 0.9093], [2.6553, -0.8272, -0.1515], [2.7276, -1.1426, 1.6279], [-0.0203, -2.9806, -1.1750], [1.0696, -2.8874, -0.4082], [2.4419, -3.0573, -1.0386], [3.0615, -2.1929, -2.2207], [2.7111, -0.7581, -2.2521], [1.4486, -0.3542, -2.4594], [0.3034, -1.1949, -2.8780], [0.1469, -2.7117, -2.6334], [2.5825, -4.1093, -1.3514], [2.9076, -2.5629, -3.2485], [3.1435, -2.8860, -0.2144], [0.9495, -3.3136, -3.0650], [-1.0090, -3.2895, -0.8400], [1.0462, -3.1550, 0.6653], [-0.8171, -2.9208, -3.1076], [-0.5117, -0.7523, -2.2790], [1.1564, 0.6943, -2.3554], [0.0339, -0.9729, -3.9118], [4.1273, -2.1839, -1.9571], [3.4740, 0.0003, -2.0952], [-1.4337, -0.7383, -6.3200], [-1.3719, 1.9979, -7.4667], [-1.5105, -0.7104, -8.2356], [-1.9756, 0.6913, -8.6695], [-2.2172, -1.4971, -8.5619], [-0.5028, -0.9408, -8.6306], [-1.6354, 0.9275, -9.6884], [-3.0762, 0.7405, -8.6576], [-1.9461, 3.4382, -8.4439], [-1.5527, 4.3437, -7.9656], [-3.0464, 3.4666, -8.4267], [-1.6069, 3.4203, -9.4876], [0.4430, 2.0305, -7.8673], [0.6636, 1.9565, -8.9479], [0.9912, 1.2453, -7.3257], [0.8001, 3.0053, -7.5039], [-2.8877, -1.8152, -5.9507], [-2.7998, -2.1303, -4.8972], [-2.9140, -2.6871, -6.6252], [-3.7965, -1.2073, -6.0772], [-0.0731, -1.9803, -6.0878], [0.8238, -1.6402, -6.6255], [-0.3630, -2.9857, -6.4263], [0.1635, -2.0303, -5.0149], [-3.0446, -0.3094, -0.6316], [-3.5530, -1.2996, 0.1092], [-4.9327, -1.4915, 0.1470], [-5.5357, -2.4807, 0.9453], [-4.7466, -3.2171, 1.8441], [-3.3635, -2.9170, 1.9181], [-2.7789, -2.0059, 1.0178], [-5.5355, -0.8246, -0.4920], [-6.6286, -2.6513, 0.9681], [-5.2099, -3.9534, 2.5188], [-2.7241, -3.3960, 2.6839], [-1.7021, -1.7439, 0.9905]],
  "lowdin_charge": [0.959, -0.210, -0.151, -0.199, -0.198, -0.191, -0.056, 0.064, 0.051, 0.092, -0.032, 0.069, 0.078, 0.097, -0.027, 0.101, 0.078, 0.074, -0.051, 0.089, 0.076, 0.040, -0.016, 0.117, 0.038, 0.078, -0.103, -0.097, -0.173, -0.179, -0.140, -0.098, -0.222, -0.184, 0.126, 0.116, 0.092, 0.112, 0.098, 0.111, 0.104, 0.061, 0.093, 0.035, 0.113, 0.112, 0.751, 0.761, -0.386, -0.456, 0.078, 0.080, 0.080, 0.076, -0.332, 0.034, 0.038, 0.043, -0.297, 0.051, 0.023, 0.036, -0.362, -0.006, 0.052, 0.028, -0.280, 0.049, 0.056, -0.020, -0.338, -0.198, 0.003, -0.041, -0.050, -0.025, -0.013, 0.136, 0.125, 0.121, 0.124, 0.118],
  "s_squared": 0.766,
  "orbital_gap_ev": [5.472, 5.380],
  "homo_energy_ev": [-9.01, -8.92],
  "spin_multiplicity": 2,
  "charge": 1
}

2.
{
  "formula": "C29H48N2O6P",
  "method": "wB97M-V/def2-TZVPD",
  "elements": ["C", "C", "O", "O", "C", "C", "C", "C", "C", "P", "C", "C", "N", "C", "N", "C", "O", "C", "C", "C", "C", "C", "C", "H", "H", "H", "H", "H", "H", "H", "H", "H", "H", "H", "H", "H", "H", "H", "H", "H", "H", "H", "H", "H", "H", "H", "H", "C", "C", "C", "O", "C", "H", "H", "H", "H", "H", "H", "H", "H", "C", "C", "C", "O", "C", "H", "H", "H", "H", "H", "H", "H", "H", "C", "C", "C", "O", "C", "H", "H", "H", "H", "H", "H", "H", "H"],
  "positions_angstrom": [[1.5142, -4.6997, -2.3767], [2.9475, -4.0635, -2.8741], [3.7471, -4.8997, -3.5927], [3.3970, -2.6698, -2.6221], [2.8043, -2.1881, -1.3647], [3.3569, -0.6763, -0.9114], [2.2050, -0.0732, 0.0969], [2.6426, 1.2810, 0.9101], [3.9206, 1.5902, 1.9135], [5.2452, 0.2590, 2.2585], [6.6631, 0.8864, 3.3734], [4.3634, -1.2798, 2.9658], [3.7772, 3.0273, 2.4013], [2.5096, 3.6263, 1.7626], [1.8418, 2.5985, 0.8485], [0.5971, 2.9201, 0.0510], [-0.6247, 3.1114, 0.8452], [-1.2825, 1.8425, 1.1881], [-1.5723, 0.5797, 0.1842], [-2.3607, -0.7980, 0.6852], [-2.9461, -0.9719, 2.2349], [-2.6533, 0.3009, 3.2628], [-1.8445, 1.6703, 2.7537], [1.2766, -4.5238, -1.2343], [0.6143, -4.2292, -2.9795], [1.4549, -5.8775, -2.5375], [2.9966, -3.0067, -0.5480], [1.6420, -2.0228, -1.5785], [3.4593, -0.0678, -1.9230], [4.4058, -0.8058, -0.3839], [1.1807, 0.0116, -0.4837], [2.0268, -0.9145, 0.9248], [6.3829, 1.8683, 3.9535], [6.8783, 0.0371, 4.1756], [7.6686, 1.1073, 2.7697], [5.1210, -1.9354, 3.5728], [3.4483, -0.8910, 3.6210], [3.9038, -1.9172, 2.0854], [4.4256, 3.5170, 3.0670], [2.1443, 4.7412, 1.9580], [0.5154, 2.1357, -0.8131], [0.8104, 3.9668, -0.4824], [-1.1917, 0.6585, -0.9443], [-2.5120, -1.6823, -0.0944], [-3.5351, -1.9238, 2.6032], [-3.0807, 0.1930, 4.3592], [-1.7295, 2.5149, 3.5555], [-4.9544, -1.6888, 7.3202], [-5.8484, -2.6542, 6.5857], [-5.3727, -2.5024, 5.1573], [-3.9798, -2.1656, 5.2161], [-3.6477, -1.8352, 6.5717], [-4.8603, -1.9023, 8.3879], [-5.3380, -0.6679, 7.2066], [-5.6584, -3.6756, 6.9362], [-6.9144, -2.4445, 6.7050], [-5.8935, -1.6835, 4.6498], [-5.5060, -3.4166, 4.5717], [-3.0477, -2.6567, 6.9782], [-3.0475, -0.9214, 6.5921], [1.1103, -1.9341, -6.7464], [0.9857, -2.5753, -5.3884], [0.0865, -1.6009, -4.6593], [-0.7688, -1.0063, -5.6453], [-0.2690, -1.3452, -6.9462], [1.3945, -2.6324, -7.5377], [1.8576, -1.1324, -6.7111], [0.4862, -3.5468, -5.4815], [1.9437, -2.7301, -4.8855], [0.6664, -0.7981, -4.1920], [-0.5208, -2.0862, -3.8897], [-0.9534, -2.0788, -7.3862], [-0.2574, -0.4545, -7.5804], [-3.0496, 4.2123, -3.7206], [-2.6233, 5.5581, -3.1935], [-1.4494, 5.1951, -2.3104], [-0.8430, 4.0283, -2.8831], [-1.7237, 3.5024, -3.8855], [-3.6231, 4.2655, -4.6494], [-3.6593, 3.6957, -2.9697], [-2.2855, 6.1909, -4.0226], [-3.4126, 6.0903, -2.6566], [-1.7782, 4.9381, -1.2979], [-0.7106, 5.9990, -2.2438], [-1.2797, 3.7140, -4.8644], [-1.8102, 2.4186, -3.7686]],
  "lowdin_charge": [-0.030, -0.280, -0.028, -0.102, -0.203, -0.146, -0.144, -0.028, -0.255, 0.856, -0.330, -0.314, 0.038, 0.073, -0.014, -0.153, -0.124, -0.154, -0.030, -0.050, -0.036, -0.029, 0.015, 0.087, 0.087, 0.118, 0.140, 0.135, 0.138, 0.096, 0.101, 0.131, 0.040, 0.067, 0.072, 0.066, 0.069, 0.040, 0.151, 0.172, 0.138, 0.172, 0.090, 0.089, 0.087, 0.079, 0.086, -0.178, -0.177, -0.208, -0.180, -0.209, 0.119, 0.119, 0.120, 0.120, 0.119, 0.120, 0.120, 0.109, -0.170, -0.187, -0.219, -0.138, -0.200, 0.122, 0.121, 0.123, 0.096, 0.111, 0.107, 0.120, 0.120, -0.175, -0.175, -0.216, -0.166, -0.201, 0.121, 0.119, 0.121, 0.120, 0.111, 0.118, 0.121, 0.115],
  "orbital_gap_ev": 7.112,
  "homo_energy_ev": -10.76,
  "charge": 1
}

3.
{
  "formula": "C29H48NOP3PdS",
  "method": "wB97M-V/def2-TZVPD",
  "elements": ["Pd", "P", "P", "P", "H", "C", "C", "H", "C", "C", "C", "C", "C", "C", "C", "C", "C", "H", "H", "H", "H", "H", "H", "H", "H", "H", "H", "H", "H", "H", "H", "H", "H", "H", "H", "H", "H", "H", "H", "H", "H", "H", "H", "H", "H", "H", "C", "C", "C", "C", "C", "C", "O", "H", "H", "H", "H", "H", "H", "N", "S", "C", "C", "C", "C", "C", "C", "C", "C", "C", "C", "C", "C", "H", "H", "H", "H", "H", "H", "H", "H", "H", "H", "H"],
  "positions_angstrom": [[-0.6840, -0.3638, 0.5952], [-1.7972, -2.1966, 0.2471], [1.2923, -1.3185, 1.8512], [2.4876, -2.8390, -3.4592], [-1.0355, 3.9278, -1.3299], [-1.4117, 3.4467, -2.2946], [-2.5406, 2.6996, -2.2734], [-3.2348, 2.7540, -1.4154], [-3.6119, -2.0722, 0.5410], [-1.3127, -3.6445, 1.3161], [-1.5169, -2.9434, -1.3998], [2.6781, -0.1441, 1.5778], [1.1327, -1.5223, 3.6811], [2.0202, -2.9862, 1.5070], [2.6187, -3.0100, -5.2297], [2.3044, -4.2806, -2.4395], [3.6305, -1.6649, -2.7412], [-0.7587, 3.4882, -3.1842], [-2.7098, 1.9871, -3.0919], [-3.9576, -1.1148, 0.1200], [-3.7802, -2.0218, 1.6270], [-4.1980, -2.9099, 0.1185], [-1.1476, -3.3761, 2.3744], [-0.4030, -4.1394, 0.9332], [-2.1437, -4.3737, 1.2703], [-1.3276, -2.0920, -2.0663], [-2.3750, -3.5409, -1.7774], [-0.5818, -3.5475, -1.4422], [3.6315, -0.6683, 1.7763], [2.5276, 0.6913, 2.2724], [2.6685, 0.2363, 0.5356], [1.5919, -2.4630, 4.0486], [0.0947, -1.4581, 4.0292], [1.6942, -0.7084, 4.1317], [3.0201, -3.0062, 1.9825], [2.1160, -3.2034, 0.4338], [1.4455, -3.7930, 1.9907], [3.2636, -3.8472, -5.4692], [3.0671, -2.1207, -5.6946], [1.6183, -3.2111, -5.6668], [2.4197, -5.1844, -3.0390], [1.3462, -4.3088, -1.9126], [3.1157, -4.2992, -1.7119], [4.6077, -1.7091, -3.2213], [3.7486, -1.9074, -1.6828], [3.1755, -0.6787, -2.8492], [0.3938, 0.1845, -3.8516], [0.7590, 1.4874, -3.3200], [2.0121, 1.9285, -3.7393], [2.4316, 1.3518, -4.9979], [1.4574, 0.8207, -5.8897], [0.3923, 0.1356, -5.2927], [0.3257, -0.9089, -3.1172], [1.3207, -1.9898, -3.3237], [0.1243, 1.9631, -2.5629], [2.5659, 2.7609, -3.2966], [3.5128, 1.3067, -5.2354], [1.5298, 1.0172, -6.9939], [-0.2549, -0.7038, -5.6788], [-0.4688, 1.6704, 1.0144], [-1.9266, 2.0179, 1.7542], [-1.5848, 3.7145, 2.0847], [-2.4581, 4.4113, 2.9449], [-2.1689, 5.7494, 3.1882], [-1.0646, 6.3607, 2.5567], [-0.3388, 5.6923, 1.5688], [-0.5621, 4.3200, 1.3620], [-1.9475, 1.3163, 3.4472], [-1.1489, 1.7676, 4.4902], [-1.2317, 1.1474, 5.7436], [-2.0522, 0.0188, 5.9110], [-2.9155, -0.3998, 4.8832], [-2.8612, 0.2689, 3.6597], [0.2535, 2.0847, 1.6344], [-3.3051, 3.8750, 3.3704], [-2.7984, 6.2611, 3.9198], [-0.8212, 7.3865, 2.8730], [0.4238, 6.1948, 0.9741], [0.0606, 3.7649, 0.6669], [-0.5167, 2.6277, 4.3541], [-0.6581, 1.5501, 6.5939], [-2.0756, -0.4995, 6.8712], [-3.6602, -1.1904, 5.0267], [-3.5322, -0.0262, 2.8377]],
  "lowdin_charge": [0.619, 0.690, 0.822, 0.913, 0.052, -0.090, -0.049, 0.051, -0.226, -0.237, -0.222, -0.247, -0.216, -0.242, -0.186, -0.192, -0.187, 0.060, 0.066, 0.051, 0.042, 0.084, 0.047, 0.034, 0.079, 0.011, 0.091, 0.038, 0.073, 0.046, 0.048, 0.080, 0.033, 0.050, 0.079, 0.027, 0.051, 0.065, 0.071, 0.083, 0.077, 0.032, 0.060, 0.075, 0.049, 0.035, -0.346, -0.021, -0.032, -0.027, -0.027, 0.025, -0.131, 0.005, 0.061, 0.128, 0.138, 0.155, 0.158, -0.440, 1.075, -0.354, 0.024, 0.039, 0.097, 0.083, -0.044, -0.405, -0.076, -0.017, -0.010, -0.025, -0.099, 0.019, 0.150, 0.152, 0.167, 0.157, 0.102, 0.115, 0.141, 0.136, 0.136, 0.101],
  "s_squared": 6.065,
  "orbital_gap_ev": [6.509, 3.413],
  "homo_energy_ev": [-17.54, -18.56],
  "spin_multiplicity": 5,
  "charge": 4
}

Energy relative to the best compared isomer or geometry (same formula, charge and spin) for every record listed, in sequence, given in kJ/mol: 65.5, 1785.7, 390.2.